Record 1
{
  "formula": "C4H13N3O",
  "method": "the ωB97M-V functional and the def2-TZVPD basis",
  "elements": ["C", "C", "C", "N", "C", "N", "N", "H", "H", "H", "H", "H", "H", "H", "H", "H", "H", "H", "H", "H", "O"],
  "coordinates": [[-2.023, -0.970, -0.884], [-1.636, -0.937, 0.593], [-0.322, -0.263, 0.959], [2.643, 0.310, 1.128], [2.099, -0.635, 0.451], [0.783, -0.904, 0.228], [-2.064, 0.347, -1.489], [-1.450, -1.652, -1.513], [-3.015, -1.440, -0.926], [-1.712, -1.850, 1.189], [-2.389, -0.249, 0.999], [-0.345, 0.807, 0.735], [-0.055, -0.226, 2.023], [1.867, 0.935, 1.369], [2.731, -1.394, -0.015], [0.600, -1.868, 0.034], [-1.147, 0.705, -1.725], [-2.640, 0.968, -0.948], [1.113, 1.515, -0.714], [1.530, 2.881, -1.034], [0.753, 2.406, -0.678]],
  "atomic_forces_ev_per_a": [[-0.238, -0.610, -0.097], [-0.103, 1.047, 1.156], [1.171, 0.524, -0.403], [-1.016, -0.014, -0.950], [0.950, -0.393, 0.497], [-0.774, 0.417, 0.038], [-0.088, -0.888, -0.483], [0.508, 0.180, 0.097], [-0.040, 0.336, 0.016], [-0.198, -0.332, -0.554], [-0.091, -0.300, 0.340], [-0.132, -0.097, -0.504], [-0.511, -0.611, 0.172], [0.340, 0.226, 0.602], [0.141, 0.079, 0.128], [0.005, -0.305, -0.317], [-0.247, 0.289, 0.345], [0.259, 0.464, 0.010], [-0.207, -0.411, 0.143], [-0.672, 0.169, 0.283], [0.943, 0.227, -0.519]],
  "de_lowest_kcal_mol": 36.4,
  "orbital_gap_ha": 0.3696,
  "smiles": "[H]/N=C\\NCCCN.O",
  "multiplicity": 1,
  "total_energy_ha": -399.68925
}

Record 2
{
  "formula": "C4H13N3O",
  "method": "the ωB97M-V functional and the def2-TZVPD basis",
  "elements": ["C", "C", "C", "C", "N", "N", "N", "O", "H", "H", "H", "H", "H", "H", "H", "H", "H", "H", "H", "H", "H"],
  "coordinates": [[0.254, 0.699, 0.366], [-0.296, 1.368, -0.892], [1.529, -1.314, 0.970], [-0.555, 2.854, -0.685], [-0.571, -1.401, -0.269], [0.584, -0.683, 0.075], [-1.167, -2.210, 0.703], [-0.240, -2.250, -1.365], [-0.782, -1.937, -2.100], [-0.515, -2.827, 1.190], [-1.662, -1.623, 1.362], [-0.473, 0.789, 1.191], [1.175, 1.196, 0.673], [-1.220, 0.867, -1.181], [0.429, 1.225, -1.694], [2.468, -0.767, 0.914], [1.198, -1.335, 2.022], [1.704, -2.332, 0.621], [0.358, 3.366, -0.394], [-0.924, 3.306, -1.602], [-1.296, 3.008, 0.095]],
  "atomic_forces_ev_per_a": [[-0.289, -0.108, -0.467], [0.033, 0.237, 0.277], [-0.292, -0.121, -0.005], [-0.005, -0.234, -0.044], [-0.228, 0.321, -0.462], [0.156, -0.150, -0.023], [0.116, -0.316, 0.160], [0.156, -0.188, 0.300], [-0.029, 0.112, 0.246], [0.017, 0.204, -0.071], [0.067, 0.015, -0.091], [0.075, 0.041, 0.052], [0.033, 0.013, 0.069], [0.055, -0.031, -0.041], [0.004, -0.072, -0.040], [0.034, -0.024, 0.023], [0.048, -0.043, -0.045], [0.100, -0.026, 0.076], [0.101, 0.142, 0.040], [-0.052, 0.128, -0.054], [-0.098, 0.101, 0.098]],
  "de_lowest_kcal_mol": 98.5,
  "orbital_gap_ha": 0.3534,
  "smiles": "CCCN(C)N(N)O",
  "multiplicity": 1,
  "total_energy_ha": -399.59032
}

Q: Which formula does entry 1 have?
A: C4H13N3O